Record 1
{"formula": "C29H37BrI3N3PS2V", "method": "wB97M-V/def2-TZVPD", "multiplicity": 2, "charge": -1, "relative_energy_ev": 0.999, "s_squared": 0.806, "e_homo_ev": [-4.68, -4.49], "homo_lumo_gap_ha": [0.1955, 0.1840], "elements": ["V", "S", "C", "S", "C", "C", "N", "C", "N", "Br", "C", "C", "C", "C", "C", "C", "I", "H", "H", "H", "H", "I", "I", "C", "C", "C", "C", "C", "C", "P", "C", "C", "C", "C", "C", "C", "C", "C", "C", "C", "C", "C", "H", "H", "H", "H", "H", "H", "H", "H", "H", "H", "H", "H", "H", "H", "H", "H", "H", "H", "H", "H", "H", "H", "H", "H", "H", "H", "H", "H", "H", "H", "H", "H", "H", "N", "C"], "coordinates": [[0.759330, -1.307751, -0.845091], [1.424212, -1.491524, 1.419715], [0.885565, -3.160035, 1.322255], [0.038861, -3.429885, -0.154370], [1.211856, -4.106293, 2.257006], [0.862648, -5.505173, 2.040437], [0.596613, -6.614559, 1.867702], [2.010837, -3.764956, 3.437638], [2.618275, -3.510065, 4.385881], [5.839851, -1.861806, 1.076223], [4.973141, -3.541569, 1.058505], [5.218701, -4.372753, 2.142287], [4.586936, -5.605672, 2.231414], [3.707492, -6.013835, 1.240719], [3.461117, -5.186434, 0.154213], [4.094314, -3.951932, 0.049918], [3.528426, -2.757114, -1.547282], [5.883915, -4.035559, 2.927405], [4.766997, -6.235881, 3.098467], [3.179846, -6.961226, 1.319658], [2.744239, -5.484285, -0.604174], [-0.857628, -2.088393, -2.887165], [-3.153534, -1.707016, -4.969165], [-1.943293, 3.620194, -3.614959], [-0.459607, 3.242232, -3.644365], [-0.017896, 2.658169, -2.289318], [-1.166593, 1.845839, -1.619885], [-2.062191, 1.230196, -2.712139], [-2.824995, 2.359007, -3.420496], [-0.576538, 0.649789, -0.376264], [-2.032931, 0.246124, 0.685848], [-2.872669, -0.960482, 0.201420], [-4.165623, -1.031557, 1.012298], [-5.089463, 0.154596, 0.656386], [-4.281096, 1.407642, 0.256262], [-2.945457, 1.468633, 1.004395], [0.491457, 1.633442, 0.782497], [-0.015669, 3.041844, 1.183920], [1.136113, 3.916506, 1.726367], [2.145912, 3.068217, 2.505338], [2.847692, 2.054403, 1.567050], [1.976274, 1.713518, 0.348240], [-2.226955, 4.143368, -4.531056], [-2.109087, 4.327951, -2.789795], [0.161055, 4.107467, -3.883444], [-0.286087, 2.505182, -4.437408], [0.285406, 3.473050, -1.625012], [0.852240, 2.036328, -2.446041], [-1.772439, 2.532748, -1.033355], [-2.764570, 0.493176, -2.330479], [-1.438663, 0.692249, -3.425724], [-3.718842, 2.619350, -2.837552], [-3.175253, 1.977296, -4.384934], [-1.545938, -0.072143, 1.597950], [-2.297815, -1.864028, 0.300951], [-3.125290, -0.876250, -0.855747], [-3.917251, -1.018732, 2.080342], [-4.673397, -1.976509, 0.822444], [-5.741162, 0.389537, 1.503925], [-5.743029, -0.131768, -0.171341], [-4.856622, 2.312276, 0.465417], [-4.093694, 1.408071, -0.827939], [-3.144209, 1.476943, 2.081885], [-2.449015, 2.412510, 0.789431], [0.475100, 1.008913, 1.667523], [-0.777570, 2.941084, 1.958156], [-0.488495, 3.551768, 0.340533], [0.723085, 4.705134, 2.356434], [1.650200, 4.418765, 0.896170], [1.618149, 2.536058, 3.305971], [2.885039, 3.705715, 2.995747], [3.071635, 1.135082, 2.111229], [3.802946, 2.457080, 1.223892], [2.335879, 0.787506, -0.096805], [2.089278, 2.468358, -0.430886], [2.259026, 0.083997, -3.256971], [1.610910, -0.392126, -2.408302]], "atomic_forces_ev_per_a": [[-0.54, -0.57, -0.28], [-0.19, -0.24, -0.05], [0.26, -0.10, 0.16], [-0.08, -0.35, 0.38], [0.37, -0.51, 0.65], [0.05, 0.82, 0.32], [0.04, 0.30, 0.06], [-0.65, -0.31, -0.64], [-0.18, -0.07, -0.35], [-0.09, 0.06, -0.20], [-0.21, -0.21, -0.03], [-0.05, -0.10, -0.02], [0.05, -0.04, 0.08], [0.09, -0.19, -0.09], [0.12, -0.08, 0.01], [-0.08, 0.00, 0.37], [0.20, 0.26, -0.20], [-0.06, -0.03, -0.05], [-0.02, 0.10, -0.14], [0.14, 0.20, -0.02], [0.08, 0.03, 0.08], [0.42, -0.24, 0.38], [-0.13, 0.09, 0.01], [-0.01, -0.16, 0.10], [-0.18, -0.15, 0.03], [-0.40, 0.07, 0.05], [0.25, -0.09, -0.67], [0.14, 0.41, 0.02], [0.05, 0.09, -0.06], [-0.08, 0.50, 0.59], [-0.43, 0.16, -0.39], [-0.21, 0.54, 0.02], [0.01, 0.22, -0.04], [0.15, 0.00, 0.00], [0.09, -0.18, -0.08], [-0.11, -0.18, 0.01], [0.21, 0.36, -0.30], [0.28, -0.01, 0.03], [0.06, -0.16, -0.11], [-0.04, -0.08, -0.16], [-0.19, 0.16, 0.06], [-0.28, 0.19, 0.17], [0.00, -0.02, 0.04], [0.02, -0.08, -0.09], [0.00, 0.01, 0.00], [-0.03, 0.07, 0.10], [-0.04, -0.02, -0.01], [0.21, -0.18, -0.02], [-0.18, 0.17, 0.01], [-0.01, -0.03, 0.03], [0.00, 0.04, 0.00], [0.10, -0.01, -0.09], [0.04, 0.06, 0.09], [0.18, -0.11, 0.42], [0.29, -0.40, 0.06], [0.01, 0.01, -0.07], [-0.02, 0.01, -0.05], [-0.03, -0.02, 0.00], [0.05, -0.03, -0.03], [0.02, 0.02, 0.02], [-0.01, -0.01, -0.01], [-0.03, -0.04, 0.27], [-0.02, -0.01, -0.03], [-0.05, -0.04, 0.04], [-0.02, -0.20, 0.33], [0.03, -0.02, 0.03], [0.03, -0.02, 0.07], [-0.01, 0.04, 0.02], [-0.05, -0.08, 0.09], [0.03, 0.03, -0.07], [-0.02, -0.03, -0.02], [0.01, -0.01, 0.04], [-0.01, 0.01, -0.02], [0.00, -0.17, -0.06], [-0.01, 0.02, -0.02], [-0.69, -0.38, 0.92], [1.35, 0.91, -1.69]]}

=====

Record 2
{"formula": "C4H10N3O8PS2", "method": "wB97M-V/def2-TZVPD", "relative_energy_ev": 0.000, "e_homo_ev": -7.23, "homo_lumo_gap_ha": 0.2282, "elements": ["O", "C", "N", "S", "O", "O", "N", "S", "O", "O", "P", "O", "O", "H", "H", "C", "C", "O", "N", "C", "H", "H", "H", "H", "H", "H", "H", "H"], "coordinates": [[4.522916, 0.115105, 2.478631], [3.502170, -0.376706, 2.685483], [2.426470, -0.953544, 2.791816], [1.265381, -0.294301, 1.728928], [1.525430, 1.124036, 1.586422], [0.001157, -0.518958, 2.378003], [1.210518, -1.112654, 0.360063], [2.470429, -0.834194, -0.642112], [3.762981, -1.258014, -0.143108], [2.176619, -1.546659, -1.863677], [2.406377, 1.276930, -1.232550], [3.538300, 2.158508, -0.447042], [2.597889, 1.421540, -2.849921], [3.049284, 2.563789, 0.275310], [3.521189, 1.525305, -3.121481], [-3.219081, -0.352155, -2.080755], [-2.345248, 0.125740, -0.971763], [-1.197869, 0.371878, -1.006099], [-2.939283, 0.382207, 0.393311], [-2.949773, -0.852734, 1.256960], [-2.631902, -0.395905, -2.991922], [-3.605130, -1.347842, -1.854310], [-4.053247, 0.338301, -2.224339], [-3.882513, 0.761564, 0.303182], [-2.292685, 1.060277, 0.811372], [-3.519515, -1.629131, 0.753919], [-3.424444, -0.592600, 2.198476], [-1.916422, -1.159782, 1.427202]], "atomic_forces_ev_per_a": [[0.11, 0.12, 0.79], [0.66, -0.14, -1.09], [-0.50, 0.31, -0.25], [-1.88, 0.22, -0.30], [1.09, -0.07, -0.17], [-0.49, -0.67, 0.45], [1.27, 1.08, 0.62], [1.90, -2.37, -1.46], [0.03, 0.62, 1.42], [-1.18, 0.43, -0.48], [-4.02, 1.87, 0.50], [0.81, -0.87, -0.96], [1.61, -0.26, 0.85], [-0.05, 0.04, 0.29], [0.11, -0.23, -0.32], [-0.33, -0.05, 0.32], [0.77, 0.12, -0.41], [0.66, 0.07, -0.43], [-0.57, -0.32, 0.23], [0.01, -0.16, 0.08], [0.13, 0.01, 0.07], [-0.10, 0.04, -0.02], [-0.07, -0.10, 0.02], [0.08, 0.14, 0.24], [-0.12, 0.03, 0.06], [-0.03, 0.03, -0.05], [0.05, -0.02, 0.03], [0.04, 0.13, -0.01]]}

=====

Record 3
{"formula": "C5H10S", "method": "wB97M-V/def2-TZVPD", "relative_energy_ev": 1.592, "e_homo_ev": -8.92, "homo_lumo_gap_ha": 0.3643, "elements": ["C", "C", "S", "C", "C", "C", "H", "H", "H", "H", "H", "H", "H", "H", "H", "H"], "coordinates": [[-0.745628, 1.409510, 0.191542], [-0.953446, 0.135524, -0.608634], [-2.332573, -0.902658, -0.055877], [0.278927, -0.750727, -0.607976], [1.010953, -1.186299, 0.572346], [1.680477, -0.226447, -0.319456], [-0.395642, 1.136801, 1.202462], [-1.619880, 2.061880, 0.350432], [-0.033703, 2.109373, -0.273614], [-1.188135, 0.344649, -1.712306], [-2.411610, -0.239828, 1.071161], [0.111783, -1.512156, -1.348362], [0.736251, -0.694033, 1.573410], [1.587816, -2.095665, 0.790896], [2.600254, -0.383303, -0.905467], [1.674154, 0.793383, 0.079445]], "atomic_forces_ev_per_a": [[-0.33, 0.80, 0.50], [0.27, 0.33, -1.58], [-0.37, 0.04, -0.24], [0.30, -0.22, -1.24], [0.92, 0.43, 4.09], [0.25, 1.79, -0.82], [0.04, 0.22, -0.34], [-0.15, -0.69, -0.23], [0.07, -0.60, 0.08], [0.41, 0.02, 1.57], [-0.36, 0.10, 0.89], [0.56, -0.28, -0.40], [0.17, -0.89, -1.46], [-1.06, -0.16, -0.69], [-0.80, -0.56, 0.19], [0.07, -0.31, -0.31]]}